{"formula": "C5H16N2O", "method": "ωB97M-V/def2-TZVPD", "lumo_ev": [-7.098, -7.187], "e_above_lowest_kj_mol": 549.8, "total_charge": 1, "multiplicity": 2, "total_energy_ha": -384.3339, "species": ["C", "N", "C", "C", "C", "N", "C", "H", "H", "H", "H", "H", "H", "H", "H", "H", "H", "H", "H", "H", "H", "H", "H", "O"], "coordinates": [[-1.006, 0.585, -1.632], [-1.061, 0.088, -0.241], [-0.911, -1.391, -0.318], [-0.279, 0.626, 0.806], [1.263, 0.909, 0.590], [1.957, -0.299, 0.471], [3.294, -0.203, 0.023], [-1.619, -0.117, -2.192], [-1.370, 1.599, -1.806], [0.033, 0.621, -1.971], [-0.595, -1.847, 0.622], [-0.025, -1.641, -0.907], [-1.796, -1.813, -0.787], [0.021, -0.227, 1.579], [-0.800, 1.467, 1.293], [1.241, 1.614, -0.278], [1.572, 1.666, 1.315], [0.009, -0.663, 2.338], [3.968, 0.553, 0.456], [3.246, 0.021, -1.063], [3.807, -1.168, 0.160], [-4.296, -0.593, 0.333], [-2.885, 0.152, 0.422], [-3.768, 0.059, 0.787]], "lowdin_charge": [-0.0182, -0.2492, -0.0591, -0.0956, -0.2243, 0.0291, -0.1143, 0.1045, 0.1053, 0.0907, 0.0792, 0.0927, 0.1047, 0.0557, 0.1625, 0.1559, 0.1473, 0.3641, 0.1042, 0.1141, 0.0936, 0.0368, -0.0308, -0.0492]}